Record 1
{"formula": "C23H23HgN4O6S2Sb2", "method": "wB97M-V/def2-TZVPD", "elements": ["Hg", "S", "C", "S", "C", "C", "N", "C", "N", "C", "Sb", "C", "C", "C", "C", "C", "C", "C", "C", "C", "Sb", "C", "C", "H", "H", "H", "H", "H", "H", "H", "H", "H", "H", "H", "H", "H", "H", "H", "H", "H", "H", "H", "H", "O", "C", "O", "C", "C", "C", "C", "C", "C", "N", "O", "O", "N", "O", "O", "H", "H", "H"], "xyz": [[-0.52926, -2.28740, 0.21200], [-1.41919, -3.56834, 2.20581], [-0.09460, -4.64392, 1.93751], [1.03897, -4.31485, 0.66588], [0.06348, -5.77084, 2.72944], [1.10338, -6.71394, 2.54112], [1.91324, -7.52784, 2.42187], [-0.83824, -6.08358, 3.78002], [-1.53867, -6.39285, 4.64289], [4.57645, -0.44064, 1.74834], [2.52782, -0.33500, 0.98401], [3.16373, -1.29603, -0.85846], [2.87403, 1.75848, 0.29958], [3.18161, 1.83085, -1.14500], [4.50352, 1.67005, -1.57016], [4.85119, 1.64603, -2.90945], [3.86725, 1.81032, -3.87131], [2.55827, 2.01777, -3.47246], [2.18429, 2.03645, -2.12628], [0.75587, 2.28834, -1.80464], [-0.45516, 0.49787, -1.32688], [-0.48594, -0.21420, -3.36653], [-2.26441, 1.63638, -1.56445], [5.28131, -0.11547, 0.98274], [4.81221, -1.46004, 2.05099], [4.66269, 0.21082, 2.61832], [4.00943, -0.77433, -1.30268], [2.33532, -1.29663, -1.56817], [3.43578, -2.32934, -0.64416], [3.71012, 2.09249, 0.91199], [1.97406, 2.29895, 0.57974], [5.27917, 1.55951, -0.81989], [5.88402, 1.50320, -3.20360], [4.11903, 1.79684, -4.92492], [1.79236, 2.19165, -4.22068], [0.26134, 2.75293, -2.65763], [0.62485, 2.92044, -0.92700], [-0.90979, 0.53134, -4.03854], [-1.09734, -1.11478, -3.38804], [0.52794, -0.45714, -3.68577], [-2.20202, 2.21996, -2.48280], [-2.41302, 2.29824, -0.71296], [-3.09951, 0.94438, -1.62081], [-4.72004, -1.66651, -0.78245], [-3.67037, -1.23726, -0.32304], [-2.50648, -1.51044, -0.83061], [-3.76494, -0.20306, 0.80484], [-2.65220, 0.44472, 1.31671], [-2.78755, 1.57509, 2.14980], [-4.05009, 1.95672, 2.59548], [-5.15175, 1.25885, 2.13160], [-5.02957, 0.21740, 1.20451], [-6.46254, 1.67495, 2.56127], [-7.43997, 1.12525, 2.07849], [-6.55731, 2.56750, 3.39161], [-1.66559, 2.35140, 2.42414], [-0.60451, 2.12493, 1.73588], [-1.73118, 3.27509, 3.28720], [-1.65050, 0.11948, 1.11076], [-4.17266, 2.80361, 3.25130], [-5.90835, -0.25387, 0.79355]], "multiplicity": 2, "fmax_ha_per_bohr": 0.0273, "e_lumo_ev": [3.385, 3.389], "energy_ev": -81386.0453, "charge": -2, "relative_energy_kj_mol": 0.0, "gap_ev": [4.354, 6.994]}



Record 2
{"formula": "CH7N3O", "method": "wB97M-V/def2-TZVPD", "elements": ["N", "C", "N", "N", "H", "H", "H", "H", "H", "O", "H", "H"], "xyz": [[0.41903, -0.66997, 0.92505], [0.77053, -0.13243, -0.19027], [1.76918, 0.83562, -0.33139], [0.07454, -0.44624, -1.33730], [1.13891, -0.47724, 1.61528], [1.98819, 1.29667, 0.54206], [1.55944, 1.52191, -1.04040], [0.02901, 0.27494, -2.04386], [-0.81801, -0.85022, -1.09050], [-2.48874, -0.34841, 0.64861], [-1.55418, -0.23202, 0.88907], [-2.88789, -0.77261, 1.41365]], "fmax_ha_per_bohr": 0.0190, "e_lumo_ev": 0.726, "energy_ev": -7668.8274, "relative_energy_kj_mol": 67.3, "gap_ev": 10.102, "smiles": "N=C(N)N.O"}



Record 3
{"formula": "C4H7NOS2", "method": "wB97M-V/def2-TZVPD", "elements": ["C", "C", "C", "C", "H", "H", "H", "H", "H", "H", "H", "N", "O", "S", "S"], "xyz": [[-0.25457, 3.05192, -1.58425], [-0.54942, -0.26645, -0.81455], [0.17920, -1.11733, 1.95446], [1.04103, -2.27717, 1.48328], [0.02591, 3.33198, -0.29378], [-0.10109, 3.66804, -2.42744], [0.47512, -0.57392, -1.00129], [-1.23314, -0.87296, -1.71999], [0.54086, -0.02989, 2.00020], [-0.44282, -1.37426, 2.86064], [0.35654, -3.21504, 1.04796], [-0.56650, 1.82570, -2.00592], [-0.67526, 1.11446, -0.63041], [-1.27596, -1.29572, 0.59031], [2.48010, -1.96934, 0.54078]], "fmax_ha_per_bohr": 0.1148, "e_lumo_ev": -0.912, "energy_ev": -29463.0990, "relative_energy_kj_mol": 645.6, "gap_ev": 7.845}



Record 4
{"formula": "C6H5FeO3", "method": "wB97M-V/def2-TZVPD", "elements": ["O", "C", "O", "C", "O", "Fe", "C", "C", "H", "H", "H", "C", "C", "H", "H"], "xyz": [[0.28399, -1.15950, -0.83157], [0.62958, -0.13519, -0.36834], [-0.15221, -4.82202, -1.39832], [-0.44876, -5.88638, -1.78460], [-0.72444, -6.92498, -2.17007], [0.23777, -3.01177, -0.94187], [0.99202, 1.03768, 0.06149], [0.38125, 1.73374, 1.24167], [1.79804, 1.50818, -0.51093], [1.09660, 2.45072, 1.70483], [0.13273, 1.07969, 2.09507], [-0.83364, 2.51258, 0.97032], [-0.88602, 3.73397, 0.66096], [-1.85218, 3.28457, -0.02181], [-0.65471, 4.59871, 1.29317]], "multiplicity": 6, "fmax_ha_per_bohr": 0.1188, "e_lumo_ev": [-19.285, -22.336], "energy_ev": -46771.2654, "charge": 4, "gap_ev": [8.363, 5.290]}



Record 5
{"formula": "C25H25BClMnN4O9P2", "method": "wB97M-V/def2-TZVPD", "elements": ["Mn", "O", "P", "O", "O", "O", "P", "O", "O", "O", "H", "H", "N", "C", "C", "C", "C", "C", "C", "C", "N", "C", "C", "N", "C", "H", "H", "H", "H", "H", "H", "H", "Cl", "C", "C", "C", "C", "N", "C", "H", "H", "H", "H", "C", "C", "C", "C", "C", "C", "C", "C", "O", "B", "O", "C", "C", "H", "H", "H", "H", "H", "H", "H", "H", "H", "H", "H", "H"], "xyz": [[-0.51260, 1.31021, -0.51090], [-3.51092, -0.52511, 1.51824], [-2.39662, 0.48810, 1.03000], [-2.64261, 0.84587, -0.42058], [-0.97367, -0.00343, 1.19021], [-2.60436, 1.74142, 1.98373], [-1.46213, 2.94196, 2.02936], [-0.41584, 2.38357, 3.09115], [-2.08567, 4.18629, 2.45778], [-0.78333, 2.88154, 0.64075], [-3.51718, -0.64660, 2.47501], [0.22097, 1.77305, 2.68868], [-7.52242, -4.25003, -4.84900], [-6.52467, -3.84715, -4.44745], [-5.27017, -3.34668, -3.95107], [-4.08714, -3.99821, -4.29262], [-2.87738, -3.51702, -3.82653], [-2.86380, -2.39455, -3.01393], [-4.03699, -1.74630, -2.65071], [-5.24419, -2.22039, -3.13131], [-1.63081, -1.88561, -2.51508], [-0.67276, -2.55990, -1.77760], [0.18522, -1.61297, -1.32804], [-0.20504, -0.37583, -1.80292], [-1.30093, -0.58405, -2.50306], [-4.12162, -4.87080, -4.92980], [-1.94804, -3.99946, -4.09905], [-3.99432, -0.89665, -1.97804], [-6.16966, -1.73236, -2.85931], [-0.72578, -3.62176, -1.61876], [1.04015, -1.72415, -0.68509], [-1.89582, 0.17686, -2.98099], [-1.82611, 6.29773, -3.10924], [-0.92671, 4.83096, -3.22736], [-0.06038, 4.61596, -4.28536], [0.64278, 3.42296, -4.32926], [0.44769, 2.49366, -3.32444], [-0.39585, 2.71032, -2.31409], [-1.06619, 3.85975, -2.25009], [0.06083, 5.37171, -5.04928], [1.33871, 3.21746, -5.13014], [0.97741, 1.54969, -3.30880], [-1.70691, 4.00831, -1.38910], [5.67595, 3.66692, 4.44881], [6.28652, 2.67918, 3.44463], [7.66473, 3.20130, 3.03826], [6.47019, 1.31235, 4.11954], [5.34575, 2.53024, 2.24805], [5.73237, 2.85181, 0.94696], [4.87192, 2.73180, -0.14686], [3.60599, 2.27359, 0.10916], [2.54981, 2.07016, -0.76150], [1.50458, 1.63096, 0.03389], [1.89725, 1.51759, 1.36009], [3.21005, 1.94344, 1.39287], [4.04459, 2.06004, 2.47304], [6.33706, 3.78440, 5.30994], [4.70693, 3.32616, 4.81460], [5.53478, 4.64610, 3.98781], [8.29210, 3.28983, 3.92658], [7.60238, 4.18835, 2.57668], [8.16500, 2.52271, 2.34482], [7.13987, 1.40439, 4.97710], [6.90269, 0.59355, 3.42096], [5.52220, 0.90829, 4.47623], [6.73163, 3.21657, 0.76073], [5.18832, 2.99366, -1.14720], [3.69206, 1.80342, 3.46308]], "multiplicity": 5, "fmax_ha_per_bohr": 0.0092, "e_lumo_ev": [-0.634, -0.400], "energy_ev": -113826.7429, "gap_ev": [8.227, 8.475]}



Record 6
{"formula": "C11H11NO2", "method": "wB97M-V/def2-TZVPD", "elements": ["C", "O", "C", "C", "C", "C", "C", "N", "C", "C", "C", "C", "C", "O", "H", "H", "H", "H", "H", "H", "H", "H", "H", "H", "H"], "xyz": [[-3.08958, 1.64908, -0.06499], [-3.09234, 0.28627, -0.19949], [-1.81200, -0.18429, -0.16168], [-0.64477, 0.60901, -0.18636], [0.71472, 0.02328, -0.20399], [1.95490, 0.75095, 0.02059], [2.16124, 2.24895, 0.32176], [3.17618, 0.03969, -0.04819], [3.22463, -1.32473, -0.23022], [2.09350, -2.15909, -0.16258], [0.87708, -1.44587, 0.00364], [-0.33421, -2.23801, 0.23170], [-1.57553, -1.63945, -0.03141], [-2.69593, -2.41728, 0.24027], [-2.31131, 2.09033, 0.75787], [-4.10185, 1.88770, 0.16550], [-2.85195, 2.35929, -0.96186], [-0.90187, 1.73014, -0.33392], [1.96749, 2.93580, -0.62901], [3.16927, 2.35055, 0.62292], [1.37982, 2.42070, 1.06840], [4.20616, -1.67551, -0.31089], [2.09547, -3.24339, -0.21409], [-0.30368, -3.35621, 0.25567], [-3.30543, -1.69791, 0.05034]], "fmax_ha_per_bohr": 0.0886, "e_lumo_ev": 0.238, "energy_ev": -17167.7220, "relative_energy_kj_mol": 389.9, "gap_ev": 8.441, "smiles": "COc1cc2c(C)nccc2cc1O"}



Record 7
{"formula": "C14H17NO4", "method": "wB97M-V/def2-TZVPD", "elements": ["C", "C", "O", "C", "O", "C", "N", "C", "O", "C", "C", "C", "O", "C", "C", "C", "C", "C", "C", "H", "H", "H", "H", "H", "H", "H", "H", "H", "H", "H", "H", "H", "H", "H", "H", "H"], "xyz": [[-5.50805, -0.17234, 0.00903], [-4.00877, 0.02014, -0.63372], [-3.21633, -0.11088, 0.31525], [-2.03480, 0.27966, 0.22644], [-1.65307, 0.44646, -0.76584], [-1.15266, 0.44902, 1.31680], [0.21967, 0.42352, 1.01556], [0.99278, 1.53194, 1.12403], [0.40935, 2.80328, 1.58045], [2.24066, 1.62044, 0.42179], [2.21911, 1.61597, -1.09748], [3.57559, 1.96635, -1.63238], [2.99103, 0.35397, 0.89346], [2.22980, -0.81810, 0.46673], [2.81009, -1.90020, 0.39664], [2.19696, -3.03962, 0.08400], [0.75980, -3.07876, 0.29119], [0.16211, -1.78619, 0.20729], [0.96457, -0.76873, 0.67672], [-5.84095, 0.51739, 0.56909], [-5.64405, -1.17077, 0.48425], [-6.23154, -0.00294, -0.85561], [-3.71580, -0.69774, -1.32729], [-4.02643, 0.93714, -1.21310], [-1.34920, 1.36979, 1.79634], [-1.37289, -0.33428, 2.14796], [2.97498, 2.41267, 0.93268], [1.56212, 0.94443, -1.34836], [1.75633, 2.84217, -1.16986], [4.12156, 2.69517, -1.40231], [4.04390, 0.92935, -1.37720], [3.46295, 1.85725, -2.68722], [4.03842, -2.02277, 0.24121], [2.63660, -4.10641, -0.10721], [0.28715, -3.86333, -0.09573], [-0.90096, -2.14304, 0.51643]], "fmax_ha_per_bohr": 0.3764, "e_lumo_ev": 0.413, "energy_ev": -24462.3429, "relative_energy_kj_mol": 1246.1, "gap_ev": 9.292, "smiles": "CCOC(=O)CN1C(=O)[C@H](CC)Oc2ccccc21"}



Record 8
{"formula": "C7H16O2Si", "method": "wB97M-V/def2-TZVPD", "elements": ["C", "C", "C", "O", "C", "O", "Si", "C", "C", "C", "H", "H", "H", "H", "H", "H", "H", "H", "H", "H", "H", "H", "H", "H", "H", "H"], "xyz": [[1.31638, 0.13628, 2.88216], [1.69538, -1.24902, 2.39944], [0.79546, -1.63780, 1.23948], [-0.15562, -2.34575, 1.45941], [1.13126, -1.04684, -0.10427], [0.59570, 0.25436, -0.26822], [-0.76070, 0.55442, -1.23365], [-0.84205, 2.44107, -1.30486], [-2.35631, -0.05343, -0.46854], [-0.52201, -0.06124, -2.96201], [1.48317, 0.89939, 2.07894], [1.86050, 0.47984, 3.76126], [0.25419, 0.21348, 3.13521], [1.60704, -1.98530, 3.21160], [2.75820, -1.31451, 2.10396], [0.77967, -1.70999, -0.93854], [2.21818, -0.94046, -0.20618], [-1.19005, 2.83678, -0.32624], [0.15945, 2.75760, -1.53438], [-1.50175, 2.82423, -2.09639], [-3.21542, 0.63503, -0.60896], [-2.62310, -1.01611, -0.89789], [-2.11910, -0.17884, 0.57671], [-0.58438, 0.81866, -3.58747], [-1.25355, -0.82978, -3.23058], [0.46947, -0.48208, -3.07999]], "fmax_ha_per_bohr": 0.0332, "e_lumo_ev": 0.757, "energy_ev": -19492.4946, "relative_energy_kj_mol": 18.1, "gap_ev": 10.239, "smiles": "CCC(=O)CO[Si](C)(C)C"}